(1)
C32H51Cl2PRu as an isolated structure at a distorted geometry. Source: the Open Molecules 2025 dataset; level of theory: wB97M-V/def2-TZVPD.

Each line ends with the Löwdin spin population.
Atoms and positions in Å:
Ru 0.954 -0.521 1.714  1.828
Cl 1.925 -0.958 3.842  0.058
P 0.177 0.176 -0.505  -0.009
C -3.014 -1.699 0.502  0.791
H -3.966 -1.506 -0.077  0.075
H -2.439 -0.869 0.820  0.071
C 1.962 0.436 -0.914  0.002
C -0.806 1.795 -0.665  -0.002
C 2.426 0.529 -2.375  0.000
H 2.227 1.397 -0.427  0.000
C 3.929 0.865 -2.388  0.000
H 2.280 -0.425 -2.895  0.000
H 1.873 1.307 -2.918  0.000
C 4.797 -0.070 -1.540  0.005
H 4.304 0.863 -3.415  0.000
H 4.037 1.899 -2.043  0.000
C 4.215 -0.311 -0.145  0.010
H 4.878 -1.040 -2.052  0.000
H 5.818 0.322 -1.435  0.001
C 2.748 -0.696 -0.191  0.075
H 4.759 -1.099 0.376  0.000
H 4.305 0.574 0.493  0.000
H 2.580 -1.628 -0.752  0.002
H 2.499 -0.875 0.898  0.032
C -0.419 -0.955 -1.883  0.013
C -2.309 1.662 -1.019  0.001
H -0.764 2.212 0.354  0.000
C -2.983 3.051 -1.142  0.000
H -2.435 1.135 -1.975  0.000
H -2.821 1.045 -0.259  0.001
C -2.235 4.065 -2.032  0.000
H -4.006 2.940 -1.532  0.000
H -3.058 3.492 -0.139  0.000
C -0.735 4.144 -1.732  0.000
H -2.380 3.806 -3.090  0.000
H -2.670 5.070 -1.913  0.000
C -0.061 2.772 -1.590  0.000
H -0.229 4.694 -2.537  0.000
H -0.590 4.721 -0.808  0.000
H 0.035 2.333 -2.595  0.000
H 0.965 2.925 -1.227  0.000
C 0.394 -2.245 -2.211  0.003
H -1.420 -1.258 -1.498  0.014
C -0.479 -3.148 -3.095  0.000
H 1.315 -2.000 -2.770  0.001
H 0.720 -2.799 -1.318  0.002
C -0.885 -2.479 -4.425  0.000
H 0.033 -4.099 -3.292  0.000
H -1.398 -3.375 -2.539  0.000
C -1.422 -1.060 -4.212  0.000
H -0.002 -2.433 -5.077  0.000
H -1.638 -3.087 -4.949  0.000
C -0.562 -0.239 -3.244  0.001
H -1.494 -0.537 -5.173  0.000
H -2.442 -1.127 -3.815  0.000
H 0.417 -0.077 -3.719  0.000
H -0.985 0.761 -3.125  0.000
C -0.337 -2.061 1.362  0.605
C -2.630 -2.859 1.068  0.772
H -0.250 -2.335 0.236  0.034
C -2.959 -3.355 2.498  0.124
H -2.176 -3.725 0.469  0.056
C -1.857 -3.119 3.664  0.049
H -3.932 -2.940 2.893  0.011
H -3.149 -4.443 2.426  0.012
C -0.519 -3.745 3.378  0.023
H -1.853 -2.017 3.824  0.004
H -2.276 -3.580 4.587  0.003
C 0.237 -3.289 2.103  0.112
H 0.136 -3.577 4.237  0.001
H -0.687 -4.837 3.301  0.003
H 1.242 -2.960 2.378  0.030
H 0.389 -4.173 1.477  0.007
Cl 2.387 4.149 3.147  0.004
C 1.058 3.273 3.846  0.004
C 0.499 3.731 5.021  0.000
C -0.560 3.030 5.612  0.002
C -1.024 1.846 5.005  0.002
C -0.412 1.356 3.830  0.022
C 0.617 2.084 3.217  0.017
C 1.262 1.616 1.961  0.099
H 0.900 4.617 5.481  0.000
H -1.039 3.386 6.519  0.000
H -1.848 1.281 5.454  0.000
H -0.663 0.391 3.413  0.012
H 1.171 2.362 1.152  0.002
H 2.347 1.517 2.112  0.015

Values from the calculation:
Multiplicity   6
Net charge   -1
HOMO (spin up / spin down)   -2.3 / -3.7 eV


(2)
A 2-piece molecular cluster, C32H51F3IN6O4S2 overall at a distorted geometry. Source: the Open Molecules 2025 dataset; level of theory: wB97M-V/def2-TZVPD.

Each line ends with the Mulliken charge.
Atoms and positions in Å:
C -0.773 -0.482 6.861  -0.811
C 0.630 -0.019 6.076  -0.337
S 0.132 0.523 4.354  -0.005
C 1.453 0.138 3.076  -0.663
C 1.118 0.627 1.554  0.716
C 0.588 2.190 1.828  -0.798
C 1.823 3.270 2.103  -0.476
C 1.411 4.840 2.438  -0.553
C -0.210 5.173 2.419  -0.371
C -1.229 3.926 2.115  -0.299
N -0.882 2.490 1.853  0.091
N 2.390 0.846 0.708  0.068
C 2.286 0.244 -0.690  -1.258
N 2.851 0.662 -1.890  0.520
C 3.749 1.884 -1.817  -0.867
C 3.032 3.291 -2.258  -0.109
C 3.400 4.557 -1.252  -0.949
I 4.524 6.093 -2.417  0.044
C 2.572 -0.123 -3.155  -0.362
C 1.896 0.742 -4.373  -0.872
C 0.260 0.860 -4.317  0.566
C -0.421 1.603 -5.614  -0.546
C -1.889 0.863 -5.920  -0.439
O -2.866 1.544 -5.057  -0.291
C -4.090 0.752 -4.860  0.723
C -5.395 1.510 -4.139  -0.849
O -4.263 -0.538 -5.161  -0.559
N 1.379 -0.962 -0.409  0.683
C 2.300 -1.975 0.209  -0.591
C 1.972 -3.537 -0.290  1.092
C 2.913 -4.034 -1.535  -1.129
C 2.241 -4.613 0.955  -1.117
C 0.308 -0.324 0.504  0.346
C -0.535 0.512 -0.678  -1.723
N -2.032 0.457 -0.507  -0.033
C -2.575 1.374 -1.623  0.007
S -0.863 -1.613 1.288  1.028
O -1.944 -0.935 2.217  -0.480
O -0.093 -2.595 2.256  -0.553
C -1.691 -2.728 0.012  0.726
F -3.166 -2.413 0.100  -0.223
F -1.593 -4.192 0.373  -0.185
F -1.266 -2.488 -1.385  -0.162
H -0.660 -0.476 8.032  0.324
H -1.629 0.271 6.521  0.254
H -1.105 -1.540 6.431  0.216
H 1.029 0.956 6.633  0.261
H 1.405 -0.896 6.064  0.294
H 2.420 0.749 3.417  0.576
H 1.730 -0.990 3.202  0.352
H 2.961 3.002 2.112  0.306
H 2.189 5.681 2.682  0.346
H -0.619 6.247 2.642  0.334
H -2.391 4.202 2.104  0.302
H 3.188 0.502 1.287  0.423
H 4.268 2.030 -0.757  0.408
H 4.653 1.694 -2.573  0.335
H 3.507 3.589 -3.313  0.492
H 1.885 3.159 -2.454  -0.001
H 2.387 5.075 -0.974  0.396
H 4.042 4.225 -0.310  0.375
H 3.633 -0.489 -3.558  0.456
H 1.940 -1.098 -2.997  0.154
H 2.327 1.820 -4.521  0.157
H 2.148 0.151 -5.380  0.396
H -0.148 -0.246 -4.168  0.116
H -0.020 1.482 -3.353  -0.254
H -0.654 2.738 -5.334  0.274
H 0.225 1.514 -6.588  0.341
H -2.133 1.094 -7.046  0.356
H -1.719 -0.271 -5.681  0.293
H -5.383 2.672 -4.308  0.271
H -6.387 1.046 -4.589  0.326
H -5.447 1.270 -2.971  0.199
H 3.388 -1.748 -0.177  0.525
H 2.309 -2.019 1.376  -0.321
H 0.855 -3.689 -0.605  -0.195
H 3.204 -5.158 -1.317  0.436
H 3.886 -3.392 -1.649  0.196
H 2.236 -4.035 -2.497  0.253
H 1.428 -5.481 0.892  0.270
H 3.303 -5.134 0.871  0.385
H 2.142 -4.093 2.024  0.212
H -0.171 1.621 -0.794  0.516
H -0.301 -0.010 -1.726  0.095
H -2.367 0.876 0.388  0.309
H -2.156 0.902 -2.628  -0.104
H -3.743 1.475 -1.603  0.210
H -2.077 2.455 -1.546  0.155
N -3.149 -3.998 3.481  0.162
C -3.498 -5.051 4.285  -0.542
C -4.143 -4.546 5.392  -0.422
C -4.189 -3.138 5.247  -0.807
C -3.571 -2.828 4.057  -0.363
H -2.658 -4.073 2.599  0.177
H -3.258 -6.067 4.003  0.378
H -4.539 -5.127 6.215  0.408
H -4.627 -2.428 5.936  0.410
H -3.394 -1.877 3.572  0.581

Values from the calculation:
Net charge   +1
HOMO   -9.2 eV